64
Properties=species:S:1:pos:R:3:forces:R:3 method="wB97M-V/def2-TZVPD" e_above_lowest_kcal_mol=146.0 gap_ev=3.2 total_charge=0 homo_ha=-0.1621 multiplicity=1
P -2.003 2.688 -0.385 -1.751 -0.727 0.582
P -2.857 -0.963 -1.673 -0.994 -0.020 0.677
C -2.685 1.811 -1.782 -0.786 0.290 -1.152
C -3.589 0.624 -1.351 -1.106 0.592 -0.702
H -1.881 1.493 -2.467 -0.288 0.141 0.222
H -3.317 2.526 -2.341 0.284 -0.232 -0.024
H -3.853 0.641 -0.274 0.511 -0.104 -0.061
H -4.559 0.670 -1.886 0.396 0.129 0.105
C -2.447 -1.172 -3.418 -0.332 0.038 -0.624
H -1.674 -1.947 -3.553 -0.230 0.313 0.188
H -2.105 -0.221 -3.852 -0.046 -0.349 0.069
H -3.363 -1.493 -3.937 0.431 0.121 -0.085
C -4.179 -2.138 -1.323 -0.358 -0.189 -0.392
H -4.822 -2.185 -2.220 0.112 -0.080 0.396
H -4.775 -1.798 -0.457 0.483 -0.220 -0.353
H -3.750 -3.132 -1.112 -0.228 0.448 -0.051
C -0.761 3.846 -0.927 0.027 0.885 -0.546
H -0.035 4.071 -0.130 -0.160 -0.186 -0.195
H -1.311 4.772 -1.165 0.520 -0.054 -0.041
H -0.282 3.500 -1.860 -0.068 0.100 0.421
C -3.400 3.689 0.161 -0.237 0.711 -0.498
H -4.190 3.081 0.632 0.535 0.050 -0.119
H -3.818 4.161 -0.747 0.018 0.068 0.456
H -3.059 4.479 0.852 -0.182 -0.358 -0.172
Sr 2.121 1.326 -1.246 0.890 -1.330 1.396
C -1.900 -1.993 0.737 -0.436 -0.621 -1.016
C -1.534 -1.342 -0.489 2.738 -0.724 0.307
C -0.459 -0.160 -0.486 -0.552 -1.322 -0.049
C -0.415 0.856 0.648 -0.363 1.174 0.770
C -1.702 1.626 1.121 1.350 -0.633 1.448
C -2.758 0.951 1.821 -0.135 1.732 -1.400
C -2.710 -0.369 2.441 -0.502 -2.067 0.858
C -1.654 -1.500 2.069 -1.413 1.189 1.170
C 2.470 0.995 1.348 0.186 0.729 -0.209
H -2.369 -2.968 0.638 0.308 -0.026 -0.105
H -1.056 -2.167 -1.054 0.157 0.306 -0.897
H -0.553 0.374 -1.456 -0.026 -0.104 0.039
H 0.505 -0.690 -0.526 -0.038 0.117 0.310
H 0.057 0.469 1.540 0.079 -0.297 -0.121
H 0.306 1.654 0.329 -0.558 -0.366 0.488
H -1.402 2.490 1.773 0.787 0.208 -0.589
H -3.553 1.616 2.218 0.653 -0.298 -0.047
H -3.692 -0.810 2.178 0.307 -0.612 0.379
H -2.747 -0.287 3.542 0.203 0.203 0.055
H -0.607 -1.197 2.202 -0.214 0.099 0.462
H -1.854 -2.354 2.755 0.245 0.688 -0.180
H 2.407 -0.057 1.674 -0.046 0.246 -0.341
H 1.875 1.582 2.073 0.342 -0.036 -0.144
H 3.528 1.304 1.426 -0.216 -0.100 0.281
O 3.975 -3.293 0.561 0.258 0.408 -0.434
C 5.150 -2.632 0.638 -0.111 0.396 -0.074
C 6.189 -3.190 1.398 0.389 0.134 -0.012
C 7.389 -2.491 1.573 -0.700 0.111 -0.524
C 7.556 -1.231 0.978 0.089 0.065 0.047
C 6.526 -0.676 0.227 0.182 -0.244 -0.001
C 5.329 -1.362 0.014 -0.176 -0.503 0.818
C 4.196 -0.658 -0.634 -1.336 0.686 -0.443
O 4.391 0.535 -1.078 -0.271 -1.051 -0.100
O 3.014 -1.198 -0.686 1.701 0.712 -0.499
H 3.380 -2.704 0.017 0.066 -0.240 0.378
H 6.040 -4.172 1.852 -0.024 0.350 -0.125
H 8.185 -2.927 2.169 -0.113 0.053 -0.070
H 8.484 -0.669 1.117 -0.331 -0.238 -0.011
H 6.607 0.315 -0.210 0.084 -0.159 0.086

83
Properties=species:S:1:pos:R:3:forces:R:3 method="wB97M-V/def2-TZVPD" gap_ev=7.7 total_charge=0 homo_ha=-0.3016 smiles="CCCCN(CCCCB1OBOB(S(C)(=O)=O)O1)C(=S)SCCC.O=C1OC[C@@H](F)O1.O=C1OC[C@@H](F)O1.O=C1OC[C@@H](F)O1" multiplicity=1
C 3.947 0.450 1.730 -0.726 -0.719 0.143
C 2.913 -0.649 1.082 -0.572 -0.214 -0.911
C 1.877 0.025 -0.030 -0.456 -1.413 1.127
C 0.922 1.063 0.805 1.677 0.951 -0.047
N -0.200 1.689 0.013 0.724 0.232 -1.195
C -1.090 0.680 -0.672 -1.998 0.415 -0.616
C -2.066 -0.098 0.438 0.585 -0.512 -1.334
C -1.403 -1.474 1.038 -0.454 -0.074 1.468
C -2.066 -1.672 2.560 -0.550 -0.027 0.381
B -3.727 -1.838 2.403 -0.285 -0.141 1.118
O -4.399 -3.152 2.321 -0.314 3.297 -3.566
B -5.231 -3.135 1.069 -0.324 1.239 2.482
O -6.161 -2.010 0.756 4.132 1.274 2.022
B -5.615 -0.731 1.294 0.833 -2.866 2.130
S -6.259 0.866 0.455 1.183 4.878 -5.830
C -7.917 1.436 1.119 -1.992 -0.007 0.911
O -5.250 2.052 0.577 -3.019 -3.980 0.812
O -6.480 0.557 -1.075 0.310 0.021 5.317
O -4.613 -0.626 2.385 -1.271 -2.395 -3.876
C 0.258 2.801 -0.900 0.295 -0.256 -0.032
S 1.095 2.639 -2.370 -1.745 0.260 2.578
S -0.208 4.567 -0.336 0.851 -2.174 0.829
C -0.219 4.447 1.563 -0.396 -0.759 1.435
C -1.581 3.763 2.170 -0.990 0.125 0.731
C -2.947 4.472 1.599 0.277 -0.255 -0.061
H 4.551 1.011 0.880 -1.332 -1.156 1.833
H 4.703 -0.124 2.446 -1.588 1.438 -1.470
H 3.291 1.224 2.354 1.860 -1.888 -1.469
H 2.199 -1.162 1.889 1.710 1.218 -1.450
H 3.445 -1.551 0.530 -0.783 1.905 1.212
H 1.217 -0.889 -0.421 1.401 2.197 0.830
H 2.418 0.482 -0.960 -1.013 -0.557 1.977
H 0.505 0.587 1.799 0.678 0.737 -2.113
H 1.623 1.962 1.158 -1.515 -1.894 -0.718
H -0.548 -0.055 -1.403 -0.855 1.188 1.542
H -1.851 1.308 -1.343 1.716 -1.274 1.428
H -2.395 0.655 1.284 0.701 -1.601 -1.799
H -3.017 -0.441 -0.196 1.818 0.901 1.427
H -1.668 -2.442 0.431 0.552 2.058 0.878
H -0.241 -1.448 1.176 -2.270 0.102 -0.451
H -1.668 -2.630 3.103 -0.599 1.738 -1.149
H -1.821 -0.736 3.258 -0.481 -1.927 -1.646
H -5.126 -4.090 0.378 -0.348 0.148 -0.110
H -8.658 0.505 1.215 1.841 1.867 -0.156
H -8.456 2.170 0.355 1.777 -1.607 1.337
H -7.837 1.992 2.169 0.163 -1.375 -2.327
H -0.156 5.542 2.033 -0.025 -2.258 -1.435
H 0.733 3.828 1.908 -1.991 1.415 -0.755
H -1.678 2.609 1.997 0.593 2.312 0.102
H -1.600 3.918 3.353 0.299 -0.247 -2.457
H -3.909 4.084 2.189 2.233 0.991 -1.222
H -2.799 5.637 1.701 -0.601 -2.233 -0.201
H -3.111 4.194 0.471 0.363 0.626 2.217
C 2.796 -1.729 -4.031 0.279 0.945 -0.873
C 3.094 -3.175 -3.821 0.613 -0.465 -0.222
O 2.540 -3.445 -2.553 -0.833 0.481 -0.103
C 1.500 -2.574 -2.428 -2.120 0.112 1.797
O 0.614 -2.681 -1.596 1.934 0.182 -1.858
O 1.566 -1.568 -3.353 -0.337 -0.905 0.916
F 4.427 -3.389 -3.758 0.273 -0.225 -0.049
H 3.547 -1.073 -3.580 0.057 -0.256 0.025
H 2.697 -1.474 -5.089 -0.186 -0.030 0.219
H 2.644 -3.838 -4.568 0.220 0.091 0.100
C 3.793 -7.237 -5.674 1.002 -0.375 0.837
C 3.095 -7.766 -6.880 -0.355 -0.823 -0.171
O 2.026 -6.867 -7.063 0.647 0.798 0.155
C 2.471 -5.680 -6.563 -1.283 2.619 -0.420
O 1.944 -4.603 -6.786 1.241 -2.427 0.684
O 3.586 -5.843 -5.788 -0.848 0.397 -0.693
F 2.583 -8.994 -6.640 -0.002 -0.196 -0.168
H 3.352 -7.594 -4.738 -0.097 -0.119 -0.243
H 4.860 -7.475 -5.673 -0.153 0.247 -0.006
H 3.715 -7.791 -7.783 -0.143 -0.153 0.040
C 2.838 6.106 4.094 -0.235 1.170 -0.484
C 3.146 5.429 5.386 -0.412 -0.016 0.748
O 3.173 4.062 5.042 0.509 0.277 -0.702
C 3.566 4.032 3.738 0.945 -2.414 -1.779
O 3.969 3.031 3.168 -0.967 2.711 1.482
O 3.462 5.262 3.148 0.243 -1.030 0.355
F 2.152 5.623 6.281 -0.004 0.051 0.301
H 1.764 6.153 3.886 0.059 -0.100 0.262
H 3.249 7.118 4.047 0.041 -0.234 -0.144
H 4.106 5.717 5.826 -0.168 -0.036 0.124

68
Properties=species:S:1:pos:R:3:forces:R:3 method="wB97M-V/def2-TZVPD" e_above_lowest_kcal_mol=27.0 gap_ev=4.9 total_charge=0 homo_ha=-0.2235 multiplicity=1
Cu -1.442 -1.209 1.538 -0.528 -0.028 0.438
C 0.223 1.247 4.555 0.399 0.361 0.565
C -0.668 0.810 3.433 -0.425 -0.070 -0.350
C -2.084 1.439 3.450 0.261 -0.919 0.750
O -0.742 -0.651 3.439 -0.020 0.082 1.101
C -0.030 1.192 2.075 0.240 -1.980 -2.845
O 0.727 2.151 1.905 -0.889 -0.420 0.936
O -0.356 0.331 1.110 0.556 2.643 1.590
H -0.050 0.819 5.525 -0.247 -0.094 -0.129
H 0.180 2.334 4.672 0.214 -0.130 -0.151
H 1.250 0.931 4.337 -0.166 0.243 0.072
H -2.415 1.565 4.482 -0.131 -0.151 0.122
H -2.833 0.838 2.910 0.467 0.201 0.050
H -2.027 2.421 3.041 -0.023 0.775 -0.482
H -1.156 -0.987 4.263 0.313 0.621 -0.634
Se -0.758 -1.594 -1.738 -0.643 -0.080 1.629
N -1.210 -2.175 -0.073 0.867 -1.814 -0.287
C -1.453 -3.499 -0.112 0.257 1.421 -2.638
C -1.607 -4.405 0.955 -0.076 0.330 0.620
C -1.991 -5.675 0.693 0.158 -0.658 0.037
C -2.238 -6.181 -0.635 0.405 0.215 -1.270
C -1.992 -5.341 -1.725 -0.301 -1.483 0.330
C -1.508 -4.002 -1.504 -0.771 -0.442 2.012
N -1.203 -3.128 -2.407 0.218 -0.385 -2.070
H -1.368 -4.055 1.957 -0.187 -0.188 -0.121
H -2.030 -6.356 1.535 -0.164 -0.123 -0.078
H -2.511 -7.282 -0.778 0.259 1.875 0.159
H -2.149 -5.692 -2.763 0.232 0.256 0.766
C -5.619 -3.983 0.790 0.302 1.602 -0.333
C -5.364 -3.397 2.206 0.863 -2.259 0.398
C -4.126 -2.624 2.231 1.266 0.500 0.526
N -3.129 -2.040 2.328 -1.527 -0.524 -0.296
H -6.375 -4.764 0.741 0.143 0.009 0.259
H -4.662 -4.295 0.334 -0.558 -0.155 0.316
H -5.968 -3.115 0.202 0.017 -0.564 -0.145
H -5.241 -4.273 2.931 -0.045 1.289 -0.703
H -6.119 -2.750 2.599 -0.799 0.183 0.011
C 4.251 1.676 -3.582 1.361 -0.948 -0.110
C 3.450 0.674 -2.829 -1.695 0.157 2.265
C 2.463 -0.163 -3.652 0.834 1.360 -1.121
Sb 2.109 1.631 -1.210 -0.196 -1.295 1.014
C 0.486 2.864 -2.186 2.308 -0.915 0.590
C 1.179 3.524 -3.415 -0.813 0.275 -0.394
C -0.079 3.696 -1.004 -0.270 -0.047 -0.570
C 3.258 3.155 -0.011 -1.139 -1.514 -0.228
C 4.421 2.402 0.716 -0.929 0.557 -0.242
C 3.543 4.403 -0.842 1.548 -0.646 0.952
H 5.010 1.134 -4.159 0.055 0.162 -0.422
H 4.832 2.318 -2.911 -0.329 0.182 -0.159
H 3.628 2.223 -4.263 -0.064 0.469 -0.319
H 4.036 -0.008 -2.170 -0.083 0.596 -0.534
H 1.707 0.503 -4.100 0.091 -0.217 0.033
H 1.953 -0.960 -3.156 -0.112 -0.434 0.656
H 3.035 -0.579 -4.488 -0.177 -0.278 -0.161
H -0.156 2.002 -2.428 -0.064 0.749 -0.285
H 1.041 4.610 -3.413 -0.048 0.027 0.120
H 0.665 3.178 -4.332 0.442 0.098 0.190
H 2.277 3.367 -3.533 -1.071 0.006 0.232
H 0.134 4.784 -1.137 -0.465 -0.746 0.051
H 0.347 3.384 -0.051 0.136 0.124 0.079
H -1.155 3.454 -0.870 0.430 0.681 -0.277
H 2.480 3.314 0.772 0.576 0.217 -0.582
H 5.097 1.845 0.077 0.119 0.008 -0.309
H 4.009 1.698 1.455 -0.018 0.176 -0.311
H 4.993 3.137 1.269 0.351 0.196 0.182
H 3.831 4.160 -1.861 -0.319 0.167 -0.248
H 4.450 4.844 -0.417 -0.002 0.482 0.038
H 2.749 5.125 -0.772 -0.393 0.209 -0.284